Record 1
{"formula": "ClH2NOS", "method": "wB97M-V/def2-TZVPD", "total_charge": 0, "relative_energy_kj_mol": 87.7, "energy_ha": -989.5141, "orbital_gap_ev": 10.17, "homo_ev": -9.919, "elements": ["N", "O", "S", "Cl", "H", "H"], "positions_angstrom": [[0.01, 0.84, 0.70], [0.07, -0.05, -1.39], [0.54, -0.43, 0.14], [-0.56, -2.26, 0.42], [0.16, 1.05, 1.64], [-0.22, 0.85, -1.51]]}

---

Record 2
{"formula": "C22H35NO3P2V", "method": "wB97M-V/def2-TZVPD", "s2": 0.817, "multiplicity": 2, "total_charge": 0, "energy_ha": -2766.3800, "orbital_gap_ev": [5.17, 5.58], "homo_ev": [-5.806, -6.184], "elements": ["V", "P", "P", "N", "H", "C", "H", "H", "H", "C", "H", "H", "H", "C", "H", "H", "H", "C", "H", "H", "H", "C", "H", "H", "H", "C", "H", "H", "H", "C", "C", "C", "C", "C", "C", "H", "H", "H", "H", "H", "C", "O", "C", "H", "H", "H", "C", "H", "H", "H", "O", "C", "O", "C", "C", "C", "C", "C", "C", "H", "H", "H", "H", "H"], "positions_angstrom": [[0.39, -0.29, 0.01], [2.88, -0.26, -0.18], [-2.50, 0.27, 0.40], [-0.34, 0.36, -1.45], [1.58, 0.74, -0.24], [3.34, -1.76, -1.10], [4.43, -1.86, -1.13], [2.98, -1.69, -2.14], [2.90, -2.64, -0.60], [3.76, -0.25, 1.43], [4.85, -0.21, 1.27], [3.50, -1.18, 1.97], [3.46, 0.64, 2.02], [3.47, 1.22, -1.15], [4.55, 1.36, -1.20], [3.04, 2.14, -0.71], [3.11, 1.11, -2.19], [-3.62, -0.88, -0.49], [-4.67, -0.55, -0.46], [-3.53, -1.87, -0.05], [-3.30, -0.94, -1.54], [-3.24, 0.29, 2.08], [-4.34, 0.36, 2.05], [-2.83, 1.15, 2.63], [-2.95, -0.63, 2.60], [-3.02, 1.90, -0.26], [-4.10, 2.07, -0.16], [-2.73, 1.96, -1.31], [-2.47, 2.66, 0.31], [-0.17, 1.32, -2.39], [0.03, 1.99, -4.73], [-0.03, 0.99, -3.77], [-0.05, 2.70, -2.02], [0.01, 3.68, -3.00], [0.03, 3.34, -4.35], [0.04, 1.72, -5.78], [0.02, -0.07, -4.05], [0.00, 2.95, -0.95], [0.01, 4.72, -2.70], [0.03, 4.11, -5.11], [-0.66, -2.98, 1.47], [-1.03, -2.06, 0.62], [0.40, -3.96, 1.02], [1.01, -4.26, 1.87], [1.07, -3.48, 0.29], [0.02, -4.91, 0.62], [-0.87, -2.57, 2.88], [-1.92, -2.77, 3.19], [-0.68, -1.47, 2.92], [-0.19, -3.11, 3.56], [-0.85, 2.70, 2.15], [-0.16, 1.73, 2.46], [0.25, 0.78, 1.64], [0.24, 1.50, 3.90], [1.10, 0.43, 4.22], [1.28, 0.05, 5.55], [0.65, 0.78, 6.56], [-0.15, 1.90, 6.25], [-0.35, 2.26, 4.92], [1.58, -0.11, 3.41], [1.90, -0.82, 5.77], [0.78, 0.48, 7.60], [-0.63, 2.47, 7.05], [-0.96, 3.12, 4.63]]}

---

Record 3
{"formula": "C21H41N2O2P3RuS", "method": "wB97M-V/def2-TZVPD", "s2": 6.013, "multiplicity": 5, "total_charge": 4, "energy_ha": -2600.3249, "orbital_gap_ev": [4.15, 4.91], "homo_ev": [-14.739, -19.290], "elements": ["P", "C", "H", "H", "H", "C", "H", "H", "H", "C", "H", "H", "H", "P", "C", "H", "H", "H", "C", "H", "H", "H", "C", "H", "H", "H", "P", "C", "H", "H", "H", "C", "H", "H", "H", "C", "H", "H", "H", "Ru", "C", "O", "C", "O", "C", "C", "C", "C", "C", "C", "H", "H", "H", "H", "H", "H", "S", "C", "N", "C", "C", "C", "N", "H", "H", "H", "H", "H", "H", "H", "H"], "positions_angstrom": [[3.67, -2.14, -0.60], [3.90, -1.99, 1.22], [4.94, -1.72, 1.48], [3.63, -2.95, 1.69], [3.20, -1.22, 1.61], [5.23, -3.01, -1.05], [5.44, -2.83, -2.12], [5.07, -4.10, -0.94], [6.08, -2.69, -0.43], [4.11, -0.41, -1.06], [5.00, -0.09, -0.50], [3.27, 0.25, -0.84], [4.31, -0.38, -2.14], [-1.22, 4.52, -1.30], [-1.44, 5.31, 0.32], [-1.66, 6.37, 0.17], [-0.51, 5.17, 0.90], [-2.25, 4.80, 0.86], [-0.23, 5.73, -2.24], [-0.10, 5.36, -3.27], [0.76, 5.81, -1.78], [-0.77, 6.69, -2.23], [-2.87, 4.75, -2.05], [-3.07, 5.83, -2.06], [-3.61, 4.20, -1.44], [-2.88, 4.34, -3.06], [-1.89, -3.46, 0.88], [-2.75, -3.79, 2.40], [-3.53, -4.55, 2.17], [-3.25, -2.89, 2.76], [-2.10, -4.18, 3.20], [-2.83, -2.56, -0.36], [-3.90, -2.79, -0.25], [-2.46, -2.85, -1.35], [-2.70, -1.46, -0.24], [-1.36, -5.04, 0.24], [-2.15, -5.78, 0.43], [-0.43, -5.38, 0.71], [-1.20, -4.97, -0.85], [-0.41, 0.49, -1.87], [0.57, 1.24, -0.34], [1.10, 1.68, 0.60], [-1.91, 0.90, -0.77], [-2.81, 1.11, -0.05], [-1.54, 0.36, -3.64], [-0.87, -0.85, -3.40], [0.50, -0.86, -3.17], [1.22, 0.35, -3.21], [0.55, 1.56, -3.43], [-0.83, 1.56, -3.61], [-2.61, 0.36, -3.76], [-1.44, -1.77, -3.31], [1.00, -1.77, -2.88], [2.28, 0.36, -2.98], [1.08, 2.51, -3.37], [-1.36, 2.52, -3.70], [-0.17, -2.28, 0.89], [-0.28, -1.24, 2.36], [-1.27, -0.41, 2.72], [-1.25, 0.40, 3.94], [0.19, 0.63, 4.35], [0.86, -0.72, 4.45], [0.81, -1.31, 3.11], [-2.04, -0.31, 2.07], [-1.79, -0.12, 4.74], [-1.77, 1.34, 3.76], [0.24, 1.16, 5.31], [0.69, 1.24, 3.59], [0.35, -1.39, 5.16], [1.91, -0.64, 4.74], [1.51, -1.99, 2.84]]}

---

Record 4
{"formula": "C5H9NO3", "method": "wB97M-V/def2-TZVPD", "total_charge": 0, "relative_energy_kj_mol": 259.0, "energy_ha": -476.3455, "orbital_gap_ev": 9.36, "homo_ev": -8.784, "elements": ["C", "C", "C", "N", "C", "C", "O", "O", "O", "H", "H", "H", "H", "H", "H", "H", "H", "H"], "positions_angstrom": [[2.11, -0.24, 0.18], [-0.76, -0.25, 1.57], [-0.03, -0.75, -1.10], [1.17, -1.06, -0.56], [-1.08, 1.16, -0.52], [-1.32, -0.07, 0.17], [0.03, 1.38, -1.08], [-2.16, 1.85, -0.91], [-0.51, -1.22, -2.08], [-1.88, 2.50, -1.58], [1.56, -1.89, -0.99], [-2.32, -0.45, 0.01], [2.27, -0.64, 1.18], [3.07, -0.21, -0.35], [1.73, 0.78, 0.24], [-1.54, -0.03, 2.30], [-0.41, -1.27, 1.73], [0.07, 0.42, 1.78]]}

---

Record 5
{"formula": "C5H13N2O", "method": "wB97M-V/def2-TZVPD", "total_charge": -1, "relative_energy_kj_mol": 224.2, "energy_ha": -382.9785, "orbital_gap_ev": 6.41, "homo_ev": -2.429, "elements": ["C", "N", "C", "C", "C", "N", "C", "O", "H", "H", "H", "H", "H", "H", "H", "H", "H", "H", "H", "H", "H"], "positions_angstrom": [[1.05, 0.15, -0.96], [2.12, 0.65, -0.01], [2.33, -0.46, 0.94], [-0.39, 0.38, -0.55], [-1.35, 0.09, -1.65], [-0.73, -0.37, 0.61], [-1.91, 0.13, 1.35], [-2.81, -0.77, 1.39], [1.05, -1.07, -0.84], [1.32, 0.49, -2.00], [1.77, 1.42, 0.60], [2.78, -1.24, 0.42], [1.50, -0.81, 1.47], [2.94, -0.03, 1.76], [-0.51, 1.57, -0.40], [-1.22, -1.00, -1.87], [-1.29, 0.54, -2.62], [-2.32, 0.32, -1.20], [-0.76, -1.38, 0.31], [-2.20, 1.04, 0.87], [-1.36, 0.36, 2.38]]}

---

Record 6
{"formula": "C2H4Br3P", "method": "wB97M-V/def2-TZVPD", "total_charge": 0, "relative_energy_kj_mol": 0.3, "energy_ha": -8142.0259, "orbital_gap_ev": 9.65, "homo_ev": -9.428, "elements": ["C", "C", "P", "Br", "Br", "Br", "H", "H", "H", "H"], "positions_angstrom": [[-1.27, -0.15, 0.04], [0.06, 0.43, -0.25], [1.46, -0.31, 0.78], [0.20, 2.27, 0.43], [3.14, 0.47, -0.42], [1.40, -2.45, 0.33], [-1.71, 0.15, 1.01], [-2.15, 0.31, -0.49], [-1.48, -1.17, -0.04], [0.35, 0.45, -1.41]]}